1.
# C27H15ClF5I2N8O8TeV

A structure of composition C27H15ClF5I2N8O8TeV (ωB97M-V with the def2-TZVPD basis set, the Open Molecules 2025 dataset).

Computed properties:
Total charge: -1
2S+1: 2
HOMO (spin up / spin down) (eV): -7.106 / -7.109
⟨S²⟩: 0.76
Frontier orbital gap (spin up / spin down) (eV): 7.204 / 7.216

Last column: natural (NBO) charge in e.
Positions of all 68 atoms, in Å:
V 1.90 -0.55 0.20  1.483
O -5.22 -2.48 0.46  -0.377
N -4.55 -3.19 -0.26  0.533
O -5.02 -4.00 -1.03  -0.381
C -3.10 -2.91 -0.35  0.037
C -2.45 -3.57 -1.33  -0.135
C -1.05 -3.37 -1.56  -0.122
C -0.32 -4.04 -2.55  -0.100
C 1.02 -3.77 -2.69  -0.247
C 1.61 -2.83 -1.84  0.136
N 0.94 -2.20 -0.90  -0.432
C -0.37 -2.45 -0.76  0.277
C -1.08 -1.73 0.27  0.146
N -0.33 -0.86 0.95  -0.411
C -0.84 -0.25 1.99  0.123
C -2.17 -0.45 2.38  -0.237
C -2.98 -1.29 1.64  -0.143
C -2.44 -1.97 0.54  -0.031
H -3.00 -4.25 -1.96  0.255
H -0.82 -4.76 -3.19  0.222
H 1.62 -4.26 -3.44  0.234
H 2.66 -2.58 -1.92  0.244
H -0.19 0.42 2.53  0.231
H -2.57 0.07 3.24  0.228
H -4.01 -1.42 1.91  0.249
I 4.78 -2.03 5.47  0.134
C 5.35 0.00 5.72  -0.739
I 4.30 1.34 4.46  0.178
H 6.40 0.06 5.47  0.229
H 5.17 0.27 6.75  0.218
O 1.20 5.46 1.95  -0.681
C 0.03 5.38 1.36  0.793
O -0.71 6.33 1.26  -0.609
C -0.35 4.05 0.79  -0.275
C -1.55 3.77 0.16  0.163
Cl -2.86 4.78 -0.23  0.086
N -1.53 2.47 -0.21  -0.217
N -0.38 1.88 0.14  -0.230
C 0.35 2.81 0.73  0.042
C 1.70 2.41 1.25  0.820
O 2.35 3.25 1.88  -0.652
O 2.04 1.19 1.13  -0.692
C -2.49 1.67 -0.90  0.205
C -2.03 0.87 -1.94  -0.228
C -2.92 0.04 -2.60  -0.203
C -4.25 0.00 -2.22  -0.222
C -4.69 0.79 -1.17  -0.211
C -3.81 1.63 -0.50  -0.229
H 1.69 4.58 1.94  0.500
H -0.98 0.90 -2.21  0.245
H -2.56 -0.57 -3.42  0.229
H -4.95 -0.65 -2.73  0.216
H -5.73 0.75 -0.85  0.218
H -4.15 2.24 0.33  0.227
O 1.36 0.28 -1.59  -0.570
N 1.84 1.44 -1.92  0.082
C 1.56 1.77 -3.15  -0.155
C 2.02 3.03 -3.65  0.273
N 2.37 4.03 -4.10  -0.304
C 0.79 0.91 -4.01  0.282
N 0.17 0.20 -4.67  -0.339
F 5.42 0.60 0.87  -0.695
Te 4.98 -1.12 1.64  2.631
F 6.59 -1.02 2.65  -0.670
F 2.00 -1.33 1.90  -0.637
F 4.84 -3.06 1.89  -0.713
F 6.01 -1.72 0.20  -0.640
O 3.36 -1.02 -0.22  -0.642

=====

2.
# C27H16BF9S2

A cluster of 2 separate species, C27H16BF9S2 in total (ωB97M-V with the def2-TZVPD basis set, the Open Molecules 2025 dataset).

Computed properties:
SMILES string: Fc1cc(F)c(B(c2c(F)cc(F)cc2F)c2c(F)cc(F)cc2F)c(F)c1.c1ccc(C2SCCS2)cc1
HOMO (eV): -8.572
Frontier orbital gap (eV): 7.914

Last column: natural (NBO) charge in e.
Positions of all 55 atoms, in Å:
F 1.95 4.64 0.98  -0.320
C 1.61 3.47 1.62  0.452
C 0.41 2.84 1.27  -0.376
C 0.16 1.63 1.86  0.500
F -1.02 1.02 1.49  -0.324
C 1.08 0.95 2.68  -0.561
B 0.91 -0.57 2.87  0.914
C -0.44 -1.33 2.82  -0.501
C -1.55 -1.51 3.66  0.468
F -1.62 -0.78 4.81  -0.326
C -2.65 -2.29 3.29  -0.357
C -2.63 -2.82 1.99  0.436
F -3.74 -3.51 1.57  -0.325
C -1.59 -2.65 1.10  -0.366
C -0.52 -1.93 1.56  0.457
F 0.54 -1.72 0.70  -0.330
C 2.14 -1.49 3.00  -0.549
C 2.26 -2.66 3.77  0.501
F 1.21 -3.00 4.60  -0.326
C 3.34 -3.52 3.66  -0.373
C 4.28 -3.22 2.67  0.453
F 5.30 -4.11 2.45  -0.322
C 4.24 -2.07 1.87  -0.368
C 3.17 -1.24 2.08  0.490
F 3.03 -0.19 1.20  -0.330
C 2.18 1.72 3.11  0.506
F 3.06 1.17 4.01  -0.326
C 2.49 2.96 2.59  -0.343
H -0.25 3.23 0.48  0.259
H -3.48 -2.42 3.98  0.256
H -1.57 -3.04 0.07  0.256
H 3.36 -4.44 4.25  0.257
H 4.93 -1.87 1.06  0.256
H 3.43 3.46 2.84  0.250
C -3.16 -0.94 8.51  -0.230
C -2.83 0.41 8.31  -0.201
C -1.57 0.76 7.78  -0.246
C -0.69 -0.23 7.40  0.037
C 0.53 0.11 6.63  -0.515
S 1.94 -1.03 6.95  0.215
C 3.02 0.20 7.66  -0.562
C 2.59 1.66 7.48  -0.530
S 0.94 1.84 6.74  0.225
C -0.95 -1.56 7.69  -0.238
C -2.21 -1.92 8.21  -0.194
H -4.13 -1.22 8.94  0.215
H -3.54 1.19 8.59  0.213
H -1.34 1.81 7.59  0.227
H 0.39 -0.18 5.60  0.240
H 2.99 -0.08 8.71  0.228
H 3.99 0.03 7.18  0.235
H 2.41 2.13 8.45  0.230
H 3.30 2.22 6.86  0.230
H -0.23 -2.33 7.43  0.223
H -2.43 -2.98 8.39  0.212

=====

3.
# C27H16BrN5NiO5Se

A structure of composition C27H16BrN5NiO5Se (ωB97M-V with the def2-TZVPD basis set, the Open Molecules 2025 dataset).

Computed properties:
Total charge: -2
HOMO (spin up / spin down) (eV): -1.600 / -1.599
Frontier orbital gap (spin up / spin down) (eV): 5.503 / 5.502

Last column: natural (NBO) charge in e.
Positions of all 56 atoms, in Å:
Ni -1.18 -1.60 -0.63  1.287
O -5.19 -1.12 -1.47  -0.701
C -4.01 -1.40 -1.28  0.746
O -3.06 -0.63 -0.96  -0.758
C -3.58 -2.87 -1.44  0.118
C -4.45 -3.94 -1.55  -0.236
C -3.91 -5.22 -1.63  -0.176
C -2.54 -5.39 -1.59  -0.233
C -1.74 -4.27 -1.46  0.142
N -2.26 -3.05 -1.41  -0.436
C -0.21 -4.31 -1.27  0.744
O 0.37 -5.36 -1.55  -0.710
O 0.26 -3.23 -0.82  -0.758
H -5.51 -3.75 -1.56  0.233
H -4.57 -6.08 -1.70  0.198
H -2.06 -6.36 -1.64  0.235
Br 5.44 3.64 0.18  0.010
C 4.19 3.21 1.55  -0.106
C 3.62 4.23 2.29  -0.241
C 2.74 3.92 3.31  -0.257
C 2.40 2.59 3.60  0.186
C 2.98 1.58 2.81  -0.257
C 3.87 1.88 1.81  -0.218
N 1.65 2.33 4.74  -0.322
N 0.83 1.38 4.91  -0.124
C 0.21 0.63 3.95  -0.081
C -0.25 -0.62 4.43  -0.111
C -0.74 -1.61 3.63  -0.367
C -0.85 -1.43 2.22  0.461
O -1.33 -2.28 1.45  -0.666
C -0.41 -0.13 1.70  0.076
N -0.55 0.03 0.37  -0.438
C -0.41 1.21 -0.17  0.060
C -0.19 2.35 0.61  -0.197
C 0.01 2.20 1.97  -0.193
C -0.01 0.92 2.55  -0.006
H 3.86 5.26 2.06  0.215
H 2.29 4.71 3.90  0.213
H 2.71 0.55 3.00  0.231
H 4.30 1.10 1.20  0.231
H -0.13 -0.78 5.50  0.211
H -1.07 -2.55 4.05  0.211
H -0.51 1.27 -1.25  0.243
H -0.19 3.32 0.15  0.211
H 0.14 3.08 2.58  0.216
Se 0.50 -1.06 -2.68  -0.421
C 0.65 0.57 -3.67  -0.139
C 1.38 1.66 -3.18  -0.325
C 1.55 2.78 -3.97  0.017
N 1.06 2.91 -5.21  -0.495
C 0.35 1.88 -5.66  0.015
C 0.12 0.71 -4.95  -0.305
H 1.81 1.61 -2.19  0.217
H 2.13 3.63 -3.61  0.169
H -0.04 2.00 -6.67  0.165
H -0.46 -0.09 -5.38  0.216

=====

4.
# C27H16F6N5O8RuS2

A structure of composition C27H16F6N5O8RuS2 (ωB97M-V with the def2-TZVPD basis set, the Open Molecules 2025 dataset).

Computed properties:
2S+1: 6
HOMO (spin up / spin down) (eV): -5.989 / -9.130
⟨S²⟩: 8.82
Frontier orbital gap (spin up / spin down) (eV): 5.087 / 6.337

Last column: Löwdin charge in e.
Positions of all 65 atoms, in Å:
Ru 0.36 0.64 -0.24  1.569
C -2.33 -0.86 -3.43  -0.016
C -1.19 -0.66 -2.64  -0.066
N -1.23 0.01 -1.51  -0.005
C -2.42 0.54 -1.07  -0.137
C -3.59 0.41 -1.82  -0.141
C -3.52 -0.32 -3.03  0.017
C -4.78 1.03 -1.36  -0.024
C -4.76 1.75 -0.20  -0.058
C -3.59 1.86 0.58  0.002
C -2.43 1.22 0.19  -0.187
N -1.22 1.22 0.86  -0.022
C -0.96 1.32 2.18  -0.184
C -1.93 1.37 3.25  -0.001
C -1.49 1.56 4.52  -0.070
C -0.12 1.69 4.81  0.018
C 0.87 1.54 3.82  -0.168
C 2.26 1.60 4.04  -0.020
C 3.15 1.41 2.96  -0.077
C 2.67 1.13 1.72  -0.123
N 1.31 1.06 1.48  -0.071
C 0.43 1.32 2.49  -0.164
H -2.25 -1.43 -4.34  0.116
H -0.23 -1.06 -2.94  0.104
H -4.42 -0.44 -3.63  0.125
H -5.68 0.95 -1.95  0.117
H -5.65 2.26 0.14  0.111
H -3.59 2.47 1.47  0.110
H -2.97 1.21 3.02  0.103
H -2.21 1.59 5.33  0.109
H 0.20 1.85 5.83  0.117
H 2.63 1.78 5.04  0.108
H 4.22 1.46 3.11  0.106
H 3.30 0.94 0.87  0.113
F 3.88 -2.87 0.36  0.149
C 3.42 -3.06 -0.88  -0.691
F 3.47 -4.35 -1.17  0.157
F 4.19 -2.39 -1.73  0.156
S 1.69 -2.45 -1.02  0.620
O 1.82 -1.03 -0.69  -0.399
O 1.28 -2.75 -2.36  -0.264
N 0.98 -3.32 0.05  -0.277
S 0.01 -2.83 1.19  0.604
O -0.91 -3.85 1.55  -0.243
O -0.51 -1.49 0.98  -0.338
C 1.13 -2.64 2.65  -0.677
F 1.66 -3.81 2.98  0.156
F 0.43 -2.17 3.68  0.145
F 2.10 -1.78 2.37  0.134
O 1.84 1.58 -1.51  -0.116
C 1.15 2.60 -1.87  -0.590
O -0.03 2.74 -1.50  -0.017
C 1.80 3.61 -2.75  -0.116
C 1.07 4.70 -3.19  0.003
C 1.66 5.65 -4.01  -0.046
C 2.99 5.52 -4.39  0.007
C 3.70 4.42 -3.93  -0.128
C 3.13 3.46 -3.12  0.072
N 5.11 4.28 -4.33  -0.353
O 5.72 3.32 -3.90  0.086
O 5.58 5.13 -5.05  0.076
H 0.04 4.79 -2.89  0.121
H 1.09 6.50 -4.36  0.110
H 3.48 6.24 -5.02  0.120
H 3.71 2.61 -2.78  0.131

=====

5.
# C27H16MoN6O6S7

A structure of composition C27H16MoN6O6S7 (ωB97M-V with the def2-TZVPD basis set, the Open Molecules 2025 dataset).

Computed properties:
HOMO (spin up / spin down) (eV): -8.012 / -8.013
Frontier orbital gap (spin up / spin down) (eV): 6.201 / 6.202

Last column: natural (NBO) charge in e.
Positions of all 63 atoms, in Å:
Mo 0.82 -0.12 1.63  0.713
C 4.68 -1.32 -0.15  0.020
C 3.65 -1.06 0.73  0.045
N 2.58 -0.35 0.35  -0.379
C 2.55 0.09 -0.91  0.225
C 3.61 -0.16 -1.77  0.022
N 4.67 -0.86 -1.40  -0.340
C 1.33 0.82 -1.27  0.201
C 1.04 1.31 -2.52  -0.196
C -0.15 2.01 -2.72  0.029
C -0.96 2.24 -1.61  -0.218
C -0.60 1.73 -0.38  0.287
N 0.50 0.98 -0.23  -0.418
C -1.27 2.02 0.89  0.149
C -2.43 2.77 1.02  0.040
N -2.94 3.07 2.21  -0.329
C -2.29 2.63 3.27  0.013
C -1.14 1.86 3.16  0.053
N -0.64 1.55 1.97  -0.360
C -0.53 2.51 -4.05  -0.025
C -1.84 2.42 -4.51  -0.244
C -2.14 2.91 -5.77  0.048
N -1.25 3.47 -6.58  -0.398
C 0.00 3.55 -6.14  0.047
C 0.41 3.09 -4.90  -0.246
H 5.53 -1.91 0.16  0.218
H 3.65 -1.43 1.75  0.244
H 3.60 0.20 -2.79  0.205
H 1.70 1.13 -3.35  0.234
H -1.86 2.83 -1.71  0.233
H -2.96 3.13 0.16  0.207
H -2.69 2.87 4.25  0.219
H -0.63 1.48 4.03  0.238
H -2.61 1.96 -3.90  0.227
H -3.16 2.84 -6.15  0.201
H 0.72 4.02 -6.81  0.200
H 1.44 3.21 -4.59  0.221
O -3.41 -1.22 0.98  -0.962
S -2.12 -1.69 1.41  2.417
O -1.96 -1.99 2.81  -0.956
O -1.07 -0.72 0.92  -0.978
C -1.86 -3.24 0.56  -0.224
C -3.02 -4.01 0.47  -0.198
C -2.97 -5.30 -0.04  -0.196
C -1.76 -5.84 -0.46  -0.200
C -0.61 -5.08 -0.38  -0.174
C -0.65 -3.79 0.13  -0.362
S 0.89 -2.89 0.01  2.427
O 0.71 -1.94 -1.06  -0.993
O 1.93 -3.87 -0.16  -0.958
O 1.07 -2.20 1.35  -0.935
H -3.95 -3.58 0.80  0.246
H -3.88 -5.88 -0.11  0.219
H -1.71 -6.84 -0.85  0.220
H 0.35 -5.48 -0.70  0.250
S 2.07 2.22 8.41  -0.007
C 1.90 1.62 6.90  -0.573
S 2.62 2.35 5.49  0.475
C 1.99 1.21 4.33  -0.455
C 1.21 0.20 4.81  -0.451
S 0.55 -1.02 3.80  0.297
S 0.95 0.21 6.54  0.483
S 2.36 1.27 2.65  0.198

=====

6.
# C27H17BiN2O11P

A structure of composition C27H17BiN2O11P (ωB97M-V with the def2-TZVPD basis set, the Open Molecules 2025 dataset).

Computed properties:
Total charge: -1
HOMO (eV): -6.196
Frontier orbital gap (eV): 8.243

Last column: natural (NBO) charge in e.
Positions of all 59 atoms, in Å:
Bi 2.09 -0.81 -1.53  1.929
O 0.73 -0.02 -4.92  -0.614
C 0.18 -0.22 -3.86  0.776
O 0.48 -1.16 -3.00  -0.857
C -1.00 0.63 -3.43  -0.021
C -1.98 0.92 -4.37  -0.200
C -3.11 1.62 -4.02  -0.200
C -3.28 2.06 -2.71  -0.221
C -2.30 1.79 -1.77  -0.185
C -1.15 1.08 -2.11  -0.376
P 0.12 0.82 -0.82  1.022
C -0.93 0.30 0.58  -0.368
C -1.16 1.08 1.71  -0.150
C -2.00 0.62 2.72  -0.231
C -2.61 -0.62 2.61  -0.202
C -2.40 -1.39 1.47  -0.199
C -1.57 -0.93 0.46  -0.202
C 0.67 2.50 -0.40  -0.380
C 1.51 2.68 0.71  -0.133
C 1.97 3.95 1.03  -0.237
C 1.61 5.04 0.25  -0.192
C 0.80 4.86 -0.86  -0.223
C 0.34 3.59 -1.19  -0.175
H -1.82 0.57 -5.39  0.230
H -3.88 1.83 -4.76  0.210
H -4.17 2.61 -2.43  0.211
H -2.43 2.13 -0.75  0.221
H -0.69 2.05 1.80  0.216
H -2.18 1.24 3.59  0.211
H -3.24 -0.98 3.40  0.212
H -2.88 -2.36 1.38  0.220
H -1.42 -1.53 -0.44  0.254
H 1.81 1.83 1.29  0.249
H 2.61 4.09 1.89  0.215
H 1.98 6.03 0.50  0.206
H 0.53 5.71 -1.48  0.209
H -0.28 3.46 -2.07  0.226
O 3.57 -0.87 2.39  -0.635
C 2.62 -1.07 1.64  0.793
O 2.24 -0.25 0.70  -0.889
C 1.74 -2.28 1.86  -0.262
C 1.68 -2.76 3.14  -0.093
C 0.86 -3.83 3.48  -0.078
C 0.06 -4.42 2.52  -0.133
C 0.09 -3.95 1.22  -0.046
C 0.99 -2.90 0.81  0.449
O 1.14 -2.63 -0.43  -0.772
N -0.83 -4.58 0.29  0.520
O -1.16 -3.98 -0.71  -0.367
O -1.26 -5.69 0.58  -0.421
N 0.82 -4.33 4.83  0.534
O 0.06 -5.25 5.10  -0.413
O 1.55 -3.80 5.66  -0.402
H 2.28 -2.29 3.91  0.264
H -0.61 -5.23 2.78  0.267
O 4.11 0.31 -3.18  -0.694
C 3.33 1.26 -3.23  0.663
O 2.23 1.35 -2.56  -0.830
H 3.54 2.12 -3.89  0.094

=====

no.,E_tot (eV),molecular weight (g/mol)
1,-131839.7302,1142.3
2,-75061.9478,586.4
3,-222380.8667,708.0
4,-92642.7752,817.6
5,-127189.2272,840.9
6,-68905.9826,785.4